{"formula": "C2H2N2O4", "method": "ωB97M-V/def2-TZVPD", "homo_ev": -9.477, "multiplicity": 1, "energy_ha": -487.63415, "species": ["C", "C", "H", "H", "N", "N", "O", "O", "O", "O"], "xyz": [[0.591, -0.852, 0.284], [0.038, 1.132, 0.128], [-1.791, -1.923, -0.803], [-0.016, 3.114, -0.074], [0.041, -2.123, 0.369], [1.018, 1.221, 0.858], [-0.635, -2.603, -0.880], [1.373, -0.207, 1.049], [-0.536, 2.242, -0.379], [-0.085, 0.000, -0.552]]}



{"formula": "C2H2N2OS", "method": "ωB97M-V/def2-TZVPD", "homo_ev": -8.737, "smiles": "N#[N+][O-].C=C=S", "multiplicity": 1, "energy_ha": -660.23630, "species": ["N", "N", "O", "C", "C", "S", "H", "H"], "xyz": [[1.459, -1.727, 0.236], [2.381, -1.158, 0.017], [3.345, -0.576, -0.217], [-1.819, 0.227, -0.011], [-1.015, 1.239, 0.009], [-0.005, 2.423, 0.023], [-2.776, 0.253, 0.477], [-1.570, -0.682, -0.535]]}



{"formula": "C2H2N2OS", "method": "ωB97M-V/def2-TZVPD", "homo_ev": -9.991, "multiplicity": 1, "energy_ha": -660.22214, "species": ["C", "C", "H", "H", "N", "N", "O", "S"], "xyz": [[0.426, 0.012, -0.442], [-1.202, 0.085, 0.907], [2.263, -1.688, -1.355], [-2.058, -0.169, 1.648], [-0.316, -0.797, 0.238], [-0.904, 1.365, 0.788], [0.334, 1.290, 0.057], [1.456, -0.098, -1.841]]}



{"formula": "C2H2N2OS", "method": "ωB97M-V/def2-TZVPD", "homo_ev": -8.894, "smiles": "S=c1[nH]cno1", "multiplicity": 1, "energy_ha": -660.27877, "species": ["S", "C", "N", "C", "N", "O", "H", "H"], "xyz": [[1.671, -1.572, 1.252], [0.834, -0.387, 0.548], [-0.541, -0.240, 0.502], [-0.681, 0.541, -0.724], [0.358, 0.941, -1.207], [1.329, 0.314, -0.507], [-1.255, -0.457, 1.104], [-1.714, 0.860, -0.967]]}



LUMO level for every record listed, in sequence, given in eV: -0.177 -0.131 -1.243 0.472.
Energy relative to the best compared isomer or geometry (same formula, charge and spin) for every record listed, in sequence, given in kcal per mole: 137.8 69.9 78.8 43.3.
Molecular weight for every record listed, in sequence, given in g/mol: 118.0 102.1 102.1 102.1.